No. 1
The following is a quantum chemistry calculation of C22H23NO6 in the gas phase, from OMol25.

Last column: natural (NBO) charge in e.
Geometry (Å):
C1 -0.6706 -2.6052 -4.6689  -0.25
O1 0.0903 -1.7556 -5.4956  -0.53
C2 0.8751 -0.8202 -4.7992  -0.09
C3 2.1050 -1.4262 -4.1080  -0.11
O2 1.7768 -2.1158 -2.9085  -0.53
C4 1.5710 -1.3444 -1.8111  0.79
O3 1.7075 -0.1436 -1.8332  -0.61
C5 1.1736 -2.1130 -0.6421  -0.29
C6 1.2190 -3.4781 -0.4161  0.28
C7 1.7091 -4.5798 -1.2822  -0.67
N1 0.7420 -3.7488 0.8321  -0.34
C8 0.6627 -5.0599 1.4117  -0.40
C9 0.3781 -2.5747 1.4467  0.11
C10 -0.1516 -2.3347 2.7083  -0.23
C11 -0.4352 -1.0303 3.0474  -0.25
C12 -0.1936 0.0175 2.1505  0.26
O4 -0.4755 1.2977 2.6136  -0.50
C13 -1.1662 2.1580 1.8318  0.78
O5 -1.6302 1.8731 0.7615  -0.55
C14 -1.3069 3.4675 2.5186  -0.23
C15 -1.4359 3.5210 3.9006  -0.14
C16 -1.6200 4.7274 4.5495  -0.26
C17 -1.6689 5.8951 3.8085  -0.17
C18 -1.5268 5.8662 2.4329  -0.33
C19 -1.3437 4.6568 1.7651  0.43
O6 -1.1614 4.5391 0.4348  -0.49
C20 -1.1716 5.6947 -0.3673  -0.25
C21 0.3445 -0.2028 0.8993  -0.23
C22 0.6351 -1.5170 0.5469  0.03
H1 -1.3074 -3.1859 -5.3340  0.19
H2 -0.0364 -3.2814 -4.0871  0.17
H3 -1.2949 -2.0258 -3.9777  0.17
H4 1.2186 -0.1108 -5.5557  0.20
H5 0.2736 -0.2850 -4.0513  0.18
H6 2.5718 -2.1691 -4.7578  0.20
H7 2.8108 -0.6220 -3.8763  0.21
H8 2.4418 -5.1870 -0.7506  0.22
H9 2.1651 -4.1706 -2.1763  0.26
H10 0.8840 -5.2289 -1.5789  0.22
H11 0.1803 -5.7538 0.7213  0.21
H12 0.0762 -5.0137 2.3258  0.22
H13 1.6583 -5.4427 1.6534  0.20
H14 -0.3438 -3.1313 3.4110  0.21
H15 -0.8493 -0.7933 4.0148  0.22
H16 -1.4014 2.5995 4.4605  0.23
H17 -1.7271 4.7572 5.6227  0.22
H18 -1.8159 6.8442 4.3030  0.21
H19 -1.5622 6.7933 1.8830  0.22
H20 -2.1337 6.2141 -0.3146  0.18
H21 -0.3675 6.3847 -0.0899  0.18
H22 -1.0088 5.3418 -1.3841  0.21
H23 0.5362 0.6029 0.2108  0.26

Calculated values
multiplicity	1
energy above the lowest of the compared OMol25 structures with the same formula, charge and spin	51.35	kcal/mol
DFT total energy	-36962.358	eV
orbital gap	8.69	eV
HOMO	-8.072	eV
SMILES	COCCOC(=O)c1c(C)n(C)c2ccc(OC(=O)c3ccccc3OC)cc12
lowest unoccupied orbital energy	0.62	eV

No. 2
The following is a quantum chemistry calculation of C4H10N2O in the gas phase in a non-equilibrium geometry, from OMol25.

Last column: natural (NBO) charge in e.
Geometry (Å):
C1 -1.4240 0.3223 0.9941  -0.64
C2 -0.1820 -0.3397 0.4776  -0.05
C3 1.0357 0.5779 0.4617  -0.22
N1 2.3922 0.1077 0.2331  -0.86
N2 -0.4056 -0.9303 -0.8577  -0.64
C4 -1.1451 -0.4235 -1.8798  0.54
O1 -1.6419 0.6660 -2.0338  -0.60
H1 -1.4381 0.6589 2.0227  0.22
H2 -1.6296 1.1374 0.2786  0.25
H3 -2.3190 -0.2712 0.8591  0.22
H4 0.1226 -1.2132 1.0544  0.19
H5 1.0153 1.0920 1.4554  0.17
H6 0.8360 1.4263 -0.2108  0.19
H7 3.1097 0.6519 0.6653  0.37
H8 2.5554 -0.8752 0.3991  0.36
H9 0.3899 -1.4299 -1.2121  0.39
H10 -1.2715 -1.1574 -2.7070  0.10

Calculated values
multiplicity	1
energy above the lowest of the compared OMol25 structures with the same formula, charge and spin	36.83	kcal/mol
DFT total energy	-9337.391	eV
orbital gap	10.09	eV
HOMO	-9.219	eV
SMILES	C[C@H](CN)NC=O
lowest unoccupied orbital energy	0.87	eV

No. 3
The following is a quantum chemistry calculation of a molecular structure, N5O15Tl2 in a non-equilibrium geometry, from OMol25.

Last column: natural (NBO) charge in e.
Geometry (Å):
Tl1 -3.6172 -1.0000 1.8042  0.95
Tl2 1.6353 2.3115 3.2836  0.96
N1 0.0806 0.1317 0.3988  0.72
O1 0.8836 0.8746 0.9569  -0.35
O2 -0.9553 -0.1983 0.9611  -0.33
O3 0.3113 -0.2785 -0.7311  -0.22
N2 2.8678 2.7263 -0.3902  0.70
O4 2.8206 3.6241 -1.2099  -0.22
O5 3.0153 3.0143 0.8071  -0.38
O6 2.7877 1.5520 -0.7235  -0.18
N3 1.9225 -3.4560 -1.4637  0.69
O7 2.0552 -2.2495 -1.5938  -0.21
O8 0.7958 -3.9398 -1.3766  -0.20
O9 2.8862 -4.1977 -1.4748  -0.20
N4 -2.1699 -1.2250 -3.0921  0.69
O10 -2.2737 -0.0979 -3.5421  -0.23
O11 -2.5970 -2.2123 -3.6489  -0.22
O12 -1.5641 -1.3535 -2.0152  -0.21
N5 -2.2076 1.5175 3.3337  0.73
O13 -1.2245 2.2389 3.0972  -0.51
O14 -2.1514 0.2873 2.9650  -0.64
O15 -3.3011 1.9306 3.6543  -0.36

Calculated values
multiplicity	1
energy above the lowest of the compared OMol25 structures with the same formula, charge and spin	0.00	kcal/mol
charge	+1
DFT total energy	-47511.277	eV
orbital gap	2.82	eV
HOMO	-12.769	eV
lowest unoccupied orbital energy	-9.94	eV

No. 4
The following is a quantum chemistry calculation of a molecular structure, C4H7NS3 in a non-equilibrium geometry, from OMol25.

Last column: natural (NBO) charge in e.
Geometry (Å):
C1 2.9371 -0.5444 -0.6076  -0.69
C2 1.5311 -0.1298 -0.4598  -0.31
C3 -0.3987 1.3358 0.6453  -0.71
C4 -3.3997 -0.9720 0.2153  -0.12
H1 3.5714 0.5850 -0.7181  0.27
H2 3.2594 -1.0125 -1.5739  0.26
H3 3.5723 -1.3562 0.3030  0.23
H4 -0.3852 2.3844 0.9907  0.24
H5 -0.2451 1.3783 -0.4127  0.24
H6 -3.5298 -2.1369 0.0446  0.18
H7 -4.4555 -0.4465 0.5671  0.19
N1 -2.0967 -0.7047 0.3673  -0.50
S1 0.7919 0.5774 -1.7510  0.00
S2 0.9344 0.1910 1.1394  0.37
S3 -2.0870 0.8511 1.2505  0.35

Calculated values
multiplicity	1
energy above the lowest of the compared OMol25 structures with the same formula, charge and spin	106.79	kcal/mol
DFT total energy	-38252.496	eV
orbital gap	7.73	eV
HOMO	-8.221	eV
lowest unoccupied orbital energy	-0.49	eV

No. 5
The following is a quantum chemistry calculation of a molecular structure, C21H31N5O3S2 in a non-equilibrium geometry, from OMol25.

Last column: natural (NBO) charge in e.
Geometry (Å):
C1 -1.9879 2.2431 -0.1772  -0.60
C2 -1.2538 1.5267 0.9509  -0.42
H1 -1.7669 1.7187 1.8927  0.20
H2 -1.3126 0.4580 0.7544  0.20
C3 0.2289 1.9095 1.0406  -0.03
N1 0.9592 1.0375 1.9722  -0.48
C4 0.6336 1.3197 3.3661  -0.23
C5 0.8484 2.7814 3.7696  -0.42
C6 0.0543 3.6911 2.8387  -0.41
C7 0.4396 3.3924 1.3931  -0.42
H3 -0.1334 4.0158 0.7082  0.21
H4 1.4949 3.6382 1.2525  0.20
H5 -1.0143 3.5262 2.9860  0.19
H6 0.2624 4.7383 3.0674  0.21
H7 0.5332 2.9180 4.8049  0.21
H8 1.9086 3.0363 3.7057  0.20
H9 1.2395 0.6606 3.9932  0.20
H10 -0.4151 1.0579 3.5282  0.20
C8 2.3998 1.0326 1.7111  -0.24
H11 2.9527 1.4042 2.5785  0.19
C9 2.9606 -0.3578 1.3696  -0.23
N2 2.3860 -0.9283 0.1753  -0.65
C10 2.5587 -0.4168 -1.0631  0.69
O1 3.2854 0.5231 -1.3176  -0.64
C11 1.7040 -1.1615 -2.0799  -0.35
C12 0.2648 -0.6320 -1.9948  -0.24
N3 -0.6426 -1.4216 -2.7938  -0.66
S1 -1.0461 -2.9159 -2.1274  2.32
O2 -1.9018 -3.5658 -3.0758  -0.94
O3 0.0930 -3.6521 -1.6511  -0.93
C13 -2.0475 -2.4400 -0.7159  -0.34
C14 -3.4128 -2.4490 -0.8352  -0.15
C15 -4.2463 -2.1112 0.2433  -0.21
C16 -3.7291 -1.7457 1.4614  -0.19
C17 -2.3376 -1.7197 1.6119  0.15
N4 -1.6287 -1.3437 2.6897  -0.66
S2 -0.0747 -1.4144 2.3348  1.12
N5 -0.1871 -1.9790 0.8393  -0.70
C18 -1.4836 -2.0905 0.5146  0.09
H12 -4.3597 -1.4746 2.2928  0.23
H13 -5.3158 -2.1376 0.1027  0.23
H14 -3.8304 -2.7329 -1.7879  0.25
C19 -0.2490 -1.4630 -4.1919  -0.23
C20 1.2063 -1.8979 -4.3871  -0.42
C21 2.1554 -1.0534 -3.5335  -0.38
H15 3.1797 -1.4136 -3.6382  0.22
H16 2.1338 -0.0083 -3.8508  0.21
H17 1.2978 -2.9452 -4.0915  0.21
H18 1.4647 -1.8137 -5.4439  0.22
H19 -0.9303 -2.1567 -4.6853  0.24
H20 -0.4037 -0.4582 -4.5999  0.20
H21 -0.0940 -0.6465 -0.9692  0.23
H22 0.2262 0.3986 -2.3652  0.21
H23 1.6819 -2.2172 -1.7965  0.25
H24 1.6593 -1.6230 0.2917  0.43
H25 2.7941 -1.0543 2.1923  0.19
H26 4.0377 -0.2382 1.2121  0.22
H27 2.6361 1.6781 0.8629  0.22
H28 0.6581 1.7268 0.0483  0.21
H29 -2.9829 1.8196 -0.2936  0.22
H30 -1.4551 2.1224 -1.1176  0.20
H31 -2.0962 3.3049 0.0271  0.20

Calculated values
multiplicity	1
DFT total energy	-57543.924	eV
orbital gap	7.49	eV
HOMO	-8.412	eV
lowest unoccupied orbital energy	-0.92	eV

No. 6
The following is a quantum chemistry calculation of a gas-phase ion, C8H17N4 (charge +1) in a non-equilibrium geometry, from OMol25.

Last column: natural (NBO) charge in e.
Geometry (Å):
C1 0.8432 -0.8290 -1.8170  0.30
C2 1.1808 0.6509 0.1271  -0.10
C3 -0.0856 1.3769 0.3244  -0.20
C4 1.6944 0.4784 1.5732  -0.06
C5 -1.2773 -1.9835 -2.1057  0.08
C6 2.7999 1.4649 1.9267  -0.62
C7 -2.1658 -2.6414 -3.0925  -0.68
C8 -1.7479 1.5769 2.1519  -0.41
N1 0.8534 -0.6692 -0.4593  -0.53
N2 0.4807 0.6627 2.3794  -0.45
N3 -0.4602 1.2947 1.5896  -0.17
N4 -0.1544 -1.3996 -2.5035  -0.50
H1 1.6485 -0.3840 -2.3712  0.22
H2 1.9051 1.1245 -0.5333  0.22
H3 -0.7666 1.6875 -0.4448  0.21
H4 2.0423 -0.5489 1.7229  0.21
H5 -1.5153 -2.0305 -1.0563  0.20
H6 2.4741 2.4913 1.7689  0.22
H7 3.6714 1.2782 1.3051  0.22
H8 3.0963 1.3425 2.9653  0.23
H9 -2.0717 -2.1724 -4.0687  0.23
H10 -3.2027 -2.5742 -2.7730  0.26
H11 -1.9269 -3.7017 -3.1965  0.25
H12 -2.0895 0.7178 2.7307  0.21
H13 -1.6940 2.4428 2.8153  0.21
H14 -2.4555 1.7836 1.3543  0.22
H15 0.0960 -1.1362 0.0222  0.40
H16 0.6295 1.1289 3.2698  0.38
H17 0.0032 -1.4490 -3.5067  0.43

Calculated values
multiplicity	3
energy above the lowest of the compared OMol25 structures with the same formula, charge and spin	3.54	kcal/mol
charge	+1
DFT total energy	-14522.054	eV
orbital gap (spin up / spin down)	5.70 / 7.25	eV
HOMO (spin up / spin down)	-8.620 / -11.777	eV
⟨S²⟩	2.018
lowest unoccupied orbital energy (spin up / spin down)	-2.92 / -4.53	eV